i) Entry from the Open Molecules 2025 dataset: an isolated molecule of C9H11NO (ωB97M-V/def2-TZVPD).

Summary:
SMILES string: C=[N+]([O-])c1c(C)cccc1C
Net charge: 0
Lowest unoccupied orbital energy: 0.9008 eV
Frontier orbital gap: 9.7 eV

Positions of all 22 atoms, in Å:
C1 -1.011 -2.394 -0.562
N1 -0.165 -1.909 0.326
O1 0.486 -2.523 1.146
C2 0.148 -0.240 0.237
C3 -0.653 0.681 0.919
C4 -1.758 0.216 1.831
C5 -0.444 2.004 0.736
C6 0.639 2.470 0.052
C7 1.440 1.462 -0.692
C8 1.171 0.135 -0.633
C9 2.106 -0.892 -1.257
H1 -1.182 -3.427 -0.572
H2 -1.696 -1.707 -1.209
H3 -1.714 0.141 2.865
H4 -2.517 0.887 1.635
H5 -2.055 -0.787 1.413
H6 -1.037 2.759 1.242
H7 0.736 3.562 -0.021
H8 2.330 1.768 -1.300
H9 1.687 -1.453 -2.135
H10 2.977 -0.293 -1.636
H11 2.504 -1.639 -0.520

***

ii) Entry from the Open Molecules 2025 dataset: an isolated molecule of C9H11NO (ωB97M-V/def2-TZVPD).

Summary:
SMILES string: CC1(C)Cc2cccn2C1=O
Net charge: 0
Lowest unoccupied orbital energy: 0.7701 eV
Frontier orbital gap: 9.2 eV

Positions of all 22 atoms, in Å:
C1 1.957 -0.484 -1.134
C2 0.840 -0.245 -0.051
C3 1.440 -0.528 1.271
C4 -0.058 1.031 -0.188
C5 -1.418 0.561 0.225
C6 -2.711 1.122 0.305
C7 -3.616 0.053 0.290
C8 -2.913 -1.132 0.131
N1 -1.555 -0.804 0.043
C9 -0.343 -1.441 -0.122
O1 -0.314 -2.620 -0.270
H1 2.117 -1.516 -1.036
H2 2.782 0.312 -0.897
H3 1.673 -0.391 -2.166
H4 2.419 -0.105 1.439
H5 1.599 -1.558 1.385
H6 0.722 -0.164 1.991
H7 -0.076 1.266 -1.177
H8 0.482 1.854 0.437
H9 -2.837 2.117 0.613
H10 -4.620 0.131 0.572
H11 -3.191 -2.146 0.195

***

Which structure wins on stability? ii) wins.

***

i) Entry from the Open Molecules 2025 dataset: a cluster of 2 separate species, C4H11NOS in total (ωB97M-V/def2-TZVPD).

Summary:
SMILES string: C=C(C)C.NSO
Net charge: 0
Lowest unoccupied orbital energy: 0.7178 eV
Frontier orbital gap: 9.6 eV

Positions of all 18 atoms, in Å:
C1 0.044 2.100 1.350
C2 -0.002 0.780 1.513
C3 -0.957 -0.007 2.376
C4 1.078 -0.088 0.867
H1 0.888 2.547 0.895
H2 -0.666 2.829 1.646
H3 -1.314 -0.858 1.996
H4 -0.381 -0.103 3.182
H5 -1.731 0.619 2.608
H6 2.056 -0.011 1.541
H7 1.361 0.298 -0.139
H8 0.689 -1.006 0.869
N1 -0.121 -1.062 -2.147
S1 0.780 -0.928 -3.510
O1 -0.391 -0.889 -4.754
H9 -0.632 -0.390 -1.670
H10 -0.183 -1.980 -1.655
H11 -0.518 -1.850 -4.967

***

ii) Entry from the Open Molecules 2025 dataset: an isolated molecule of C4H11NOS (ωB97M-V/def2-TZVPD).

Summary:
SMILES string: OCNCCCS
Net charge: 0
Lowest unoccupied orbital energy: 0.8123 eV
Frontier orbital gap: 9.9 eV

Positions of all 18 atoms, in Å:
O1 0.604 2.395 -0.932
C1 0.642 1.257 -1.805
N1 0.488 0.009 -1.120
C2 -0.888 -0.169 -0.645
C3 -1.039 -1.226 0.459
C4 -0.276 -0.860 1.730
S1 1.385 -1.623 1.703
H1 1.519 2.671 -0.806
H2 -0.214 1.349 -2.473
H3 1.528 1.347 -2.426
H4 1.065 0.010 -0.285
H5 -1.166 0.760 -0.131
H6 -1.627 -0.329 -1.436
H7 -0.720 -2.207 0.097
H8 -2.107 -1.231 0.684
H9 -0.778 -1.116 2.655
H10 -0.127 0.222 1.787
H11 1.712 -1.258 2.945

***

iii) Entry from the Open Molecules 2025 dataset: a cluster of 2 separate species, C4H11NOS in total (ωB97M-V/def2-TZVPD).

Summary:
Net charge: 0
Lowest unoccupied orbital energy: 0.6240 eV
Frontier orbital gap: 9.6 eV

Positions of all 18 atoms, in Å:
C1 -2.819 -0.031 0.548
C2 2.137 1.270 0.835
C3 1.637 -0.902 -0.266
C4 2.692 0.065 0.433
N1 -1.058 0.606 -0.972
O1 -1.487 -1.927 -0.802
S1 -2.185 -0.645 -1.002
H1 -3.838 -0.419 0.766
H2 -2.077 -0.217 1.329
H3 -3.030 1.007 0.302
H4 2.844 1.769 1.458
H5 1.098 1.610 0.610
H6 1.669 -0.856 -1.388
H7 0.702 -0.655 0.102
H8 1.808 -1.984 0.222
H9 3.703 -0.342 0.681
H10 -1.593 1.286 -1.445
H11 -0.201 0.367 -1.412

***

iv) Entry from the Open Molecules 2025 dataset: an isolated molecule of C4H11NOS (ωB97M-V/def2-TZVPD).

Summary:
SMILES string: OCNCCCS
Net charge: 0
Lowest unoccupied orbital energy: 0.6996 eV
Frontier orbital gap: 9.6 eV

Positions of all 18 atoms, in Å:
O1 -1.660 -1.654 -2.130
C1 -1.516 -1.428 -0.760
N1 -0.317 -0.646 -0.430
C2 -0.173 -0.404 1.003
C3 0.726 0.843 1.342
C4 0.817 1.906 0.250
S1 2.451 1.946 -0.562
H1 -0.876 -1.980 -2.573
H2 -2.385 -0.813 -0.524
H3 -1.485 -2.361 -0.180
H4 0.479 -1.112 -0.843
H5 -1.185 -0.323 1.395
H6 0.261 -1.287 1.483
H7 1.700 0.472 1.643
H8 0.290 1.247 2.260
H9 0.573 2.897 0.629
H10 0.142 1.756 -0.583
H11 2.158 0.941 -1.422

***

Which structure wins on stability? ii) wins.

***

i) Entry from the Open Molecules 2025 dataset: an isolated molecule of C4H11NOS (ωB97M-V/def2-TZVPD).

Summary:
SMILES string: CN[C@H](CO)CS
Net charge: 0
Lowest unoccupied orbital energy: 0.8811 eV
Frontier orbital gap: 9.9 eV

Positions of all 18 atoms, in Å:
C1 1.529 1.021 -1.516
N1 0.204 0.212 -1.636
C2 -0.610 0.244 -0.391
C3 -0.600 1.741 0.099
O1 -1.590 1.748 1.159
C4 0.167 -0.408 0.749
S1 0.398 -2.282 0.751
H1 1.434 1.839 -2.128
H2 1.717 1.438 -0.436
H3 2.445 0.519 -1.521
H4 0.298 -0.774 -1.951
H5 -1.659 -0.213 -0.510
H6 0.333 1.902 0.635
H7 -1.133 2.312 -0.623
H8 -2.394 1.232 0.917
H9 -0.323 -0.257 1.686
H10 1.258 -0.145 0.964
H11 0.035 -2.400 -0.523

***

ii) Entry from the Open Molecules 2025 dataset: an isolated molecule of C4H11NOS (ωB97M-V/def2-TZVPD).

Summary:
SMILES string: N[C@@H](CO)CCS
Net charge: 0
Lowest unoccupied orbital energy: 0.7539 eV
Frontier orbital gap: 10.0 eV

Positions of all 18 atoms, in Å:
N1 -0.091 0.987 -1.247
C1 -0.449 -0.226 -0.480
C2 0.015 -1.417 -1.337
O1 -0.740 -1.510 -2.522
C3 0.297 -0.436 0.888
C4 0.611 0.867 1.693
S1 -0.735 2.025 1.712
H1 0.932 0.900 -1.356
H2 -0.124 1.814 -0.661
H3 -1.544 -0.297 -0.319
H4 -0.053 -2.383 -0.794
H5 1.149 -1.264 -1.440
H6 -1.052 -0.627 -2.745
H7 -0.268 -1.049 1.609
H8 1.272 -0.888 0.631
H9 1.419 1.385 1.179
H10 0.999 0.647 2.696
H11 -1.638 1.473 2.493

***

Which structure wins on stability? ii) wins.

***

i) Entry from the Open Molecules 2025 dataset: a structure of composition C55H40NO6PRuS2Se3 (ωB97M-V/def2-TZVPD).

Summary:
<S²>: 8.83
Spin multiplicity: 6
Net charge: -1
Lowest unoccupied orbital energy (alpha / beta): 1.6140 / 0.8627 eV
Frontier orbital gap (alpha / beta): 6.6 / 6.4 eV

Positions of all 109 atoms, in Å:
Ru1 1.335 0.089 0.464
Se1 3.468 1.343 0.514
P1 3.588 -0.211 -1.860
Se2 1.659 -1.258 -1.926
C1 4.318 -0.282 -3.551
C2 4.918 0.872 -4.043
C3 5.548 0.862 -5.283
C4 5.576 -0.301 -6.035
C5 4.963 -1.454 -5.555
C6 4.337 -1.444 -4.320
C7 4.796 -1.349 -1.048
C8 4.640 -2.730 -0.989
C9 5.626 -3.529 -0.431
C10 6.786 -2.955 0.075
C11 6.952 -1.580 0.018
C12 5.962 -0.781 -0.539
H1 4.884 1.785 -3.458
H2 6.013 1.765 -5.656
H3 6.068 -0.311 -7.000
H4 4.980 -2.362 -6.144
H5 3.848 -2.337 -3.950
H6 3.723 -3.171 -1.365
H7 5.492 -4.603 -0.392
H8 7.552 -3.577 0.518
H9 7.854 -1.124 0.405
H10 6.100 0.295 -0.580
C13 -3.990 -5.516 -0.717
C14 -3.345 -4.170 -0.527
C15 -2.144 -3.858 -1.152
C16 -1.524 -2.634 -0.941
C17 -2.132 -1.709 -0.111
C18 -3.338 -1.985 0.518
C19 -3.935 -3.214 0.300
S1 -1.329 -0.172 0.309
O1 -1.894 0.216 1.629
C20 -2.018 0.924 -0.947
C21 -1.757 0.529 -2.282
C22 -2.245 1.261 -3.314
C23 -2.967 2.454 -3.067
C24 -3.485 3.227 -4.136
C25 -4.111 4.413 -3.899
C26 -4.221 4.896 -2.576
C27 -3.751 4.161 -1.528
C28 -3.144 2.894 -1.738
C29 -2.687 2.079 -0.644
C30 -2.957 2.593 0.742
C31 -4.301 2.650 1.216
C32 -5.380 2.064 0.502
C33 -6.658 2.146 0.970
C34 -6.933 2.826 2.179
C35 -5.913 3.375 2.898
C36 -4.571 3.282 2.449
C37 -3.499 3.806 3.215
C38 -2.215 3.686 2.781
C39 -1.950 3.079 1.536
S2 -0.281 2.965 0.872
O2 0.085 4.332 0.411
C40 0.632 2.725 2.407
C41 1.535 3.725 2.733
C42 2.368 3.553 3.827
C43 2.311 2.395 4.600
C44 3.211 2.233 5.796
C45 1.396 1.407 4.250
C46 0.558 1.557 3.152
H11 -3.345 -6.188 -1.280
H12 -4.937 -5.423 -1.253
H13 -4.203 -5.985 0.245
H14 -1.669 -4.591 -1.792
H15 -0.564 -2.423 -1.393
H16 -3.773 -1.251 1.183
H17 -4.874 -3.442 0.791
H18 -1.157 -0.351 -2.473
H19 -2.062 0.955 -4.336
H20 -3.366 2.855 -5.146
H21 -4.506 4.996 -4.720
H22 -4.669 5.864 -2.394
H23 -3.822 4.553 -0.524
H24 -5.175 1.541 -0.424
H25 -7.468 1.693 0.413
H26 -7.953 2.904 2.532
H27 -6.111 3.888 3.832
H28 -3.718 4.285 4.162
H29 -1.391 4.057 3.377
H30 1.590 4.621 2.130
H31 3.090 4.326 4.061
H32 4.260 2.300 5.507
H33 3.053 1.270 6.281
H34 3.024 3.019 6.530
H35 1.342 0.494 4.831
H36 -0.190 0.802 2.930
O3 3.596 5.967 0.949
Se3 3.589 4.793 -0.203
O4 4.118 5.269 -1.684
O5 2.031 1.912 -0.250
O6 4.486 3.481 0.324
N1 -1.910 -9.033 0.909
C47 -1.424 -7.998 1.031
C48 -0.820 -6.696 1.184
C49 0.297 -6.354 0.425
C50 0.871 -5.107 0.574
C51 0.338 -4.183 1.481
C52 -0.773 -4.544 2.247
C53 -1.353 -5.789 2.096
C54 0.870 -2.858 1.535
C55 1.272 -1.711 1.434
H37 0.697 -7.062 -0.289
H38 1.718 -4.811 -0.031
H39 -1.190 -3.826 2.940
H40 -2.225 -6.061 2.676

***

ii) Entry from the Open Molecules 2025 dataset: a structure of composition C55H40NO6PRuS2Se3 (ωB97M-V/def2-TZVPD).

Summary:
<S²>: 8.78
Spin multiplicity: 6
Net charge: -1
Lowest unoccupied orbital energy (alpha / beta): 2.1900 / 0.0849 eV
Frontier orbital gap (alpha / beta): 7.5 / 5.9 eV

Positions of all 109 atoms, in Å:
Ru1 -0.351 -1.305 0.463
Se1 -1.245 -5.665 1.787
P1 -2.902 -4.389 1.512
Se2 -2.755 -2.369 0.524
C1 -4.176 -5.179 0.452
C2 -3.797 -6.266 -0.329
C3 -4.667 -6.787 -1.279
C4 -5.923 -6.230 -1.456
C5 -6.316 -5.155 -0.670
C6 -5.447 -4.627 0.271
C7 -3.638 -3.876 3.105
C8 -4.663 -2.927 3.159
C9 -5.169 -2.509 4.380
C10 -4.628 -3.001 5.558
C11 -3.581 -3.908 5.512
C12 -3.087 -4.347 4.291
H1 -2.814 -6.696 -0.187
H2 -4.353 -7.625 -1.888
H3 -6.592 -6.624 -2.211
H4 -7.296 -4.713 -0.800
H5 -5.765 -3.779 0.860
H6 -5.024 -2.456 2.256
H7 -5.964 -1.775 4.407
H8 -5.002 -2.651 6.513
H9 -3.131 -4.268 6.429
H10 -2.272 -5.057 4.248
C13 -4.548 7.290 -1.043
C14 -3.478 6.250 -0.830
C15 -3.746 5.077 -0.135
C16 -2.746 4.141 0.105
C17 -1.470 4.382 -0.371
C18 -1.173 5.546 -1.064
C19 -2.180 6.467 -1.299
S1 -0.119 3.248 0.000
O1 1.120 4.084 0.006
C20 -0.158 2.351 -1.596
C21 -1.412 1.878 -2.054
C22 -1.512 1.280 -3.266
C23 -0.363 1.083 -4.076
C24 -0.458 0.479 -5.353
C25 0.660 0.236 -6.096
C26 1.933 0.558 -5.575
C27 2.051 1.151 -4.351
C28 0.902 1.473 -3.582
C29 0.987 2.140 -2.314
C30 2.338 2.497 -1.783
C31 3.120 3.522 -2.395
C32 2.586 4.355 -3.411
C33 3.354 5.316 -4.002
C34 4.697 5.503 -3.601
C35 5.224 4.738 -2.602
C36 4.448 3.737 -1.965
C37 4.972 2.945 -0.907
C38 4.197 2.011 -0.297
C39 2.870 1.803 -0.736
S2 1.987 0.381 -0.037
O2 2.892 -0.757 -0.357
C40 2.238 0.779 1.708
C41 2.297 -0.301 2.572
C42 2.504 -0.091 3.925
C43 2.650 1.194 4.433
C44 2.913 1.426 5.898
C45 2.559 2.270 3.553
C46 2.349 2.075 2.197
H11 -5.531 6.909 -0.766
H12 -4.584 7.612 -2.086
H13 -4.349 8.176 -0.435
H14 -4.745 4.894 0.244
H15 -2.954 3.243 0.680
H16 -0.156 5.719 -1.399
H17 -1.956 7.377 -1.846
H18 -2.286 1.996 -1.432
H19 -2.475 0.936 -3.628
H20 -1.439 0.206 -5.723
H21 0.578 -0.220 -7.075
H22 2.822 0.318 -6.143
H23 3.036 1.366 -3.954
H24 1.552 4.222 -3.706
H25 2.933 5.944 -4.778
H26 5.299 6.266 -4.079
H27 6.246 4.890 -2.272
H28 6.002 3.091 -0.601
H29 4.596 1.394 0.499
H30 2.182 -1.306 2.189
H31 2.538 -0.942 4.596
H32 2.821 0.501 6.467
H33 2.212 2.154 6.312
H34 3.921 1.818 6.051
H35 2.646 3.282 3.933
H36 2.235 2.928 1.535
O3 -1.947 2.118 2.264
Se3 -2.072 0.567 1.838
O4 -0.784 -0.350 2.406
O5 -1.813 0.357 0.170
O6 -3.494 -0.123 2.224
N1 7.205 -7.511 0.530
C47 6.258 -6.864 0.428
C48 5.072 -6.054 0.297
C49 4.120 -6.361 -0.671
C50 2.988 -5.580 -0.798
C51 2.783 -4.477 0.037
C52 3.748 -4.176 1.005
C53 4.881 -4.956 1.135
C54 1.613 -3.669 -0.095
C55 0.624 -2.968 -0.221
H37 4.274 -7.214 -1.319
H38 2.244 -5.811 -1.548
H39 3.605 -3.314 1.642
H40 5.626 -4.719 1.883

***

Which structure wins on stability? ii) wins.

***

i) Entry from the Open Molecules 2025 dataset: a cluster of 2 separate species, C4H15N2 in total (ωB97M-V/def2-TZVPD).

Summary:
Net charge: +1
Lowest unoccupied orbital energy: -3.6936 eV
Frontier orbital gap: 9.3 eV

Positions of all 21 atoms, in Å:
C1 2.098 1.718 -0.513
N1 1.405 2.158 0.720
H1 1.679 0.813 -0.957
H2 3.141 1.531 -0.284
H3 2.052 2.527 -1.241
H4 0.426 2.337 0.505
H5 1.486 1.420 1.429
C2 -1.144 -0.320 -1.291
C3 -1.196 -1.214 -0.042
C4 0.103 -1.951 0.248
N2 -1.455 -0.297 1.135
H6 -2.103 0.172 -1.427
H7 -0.397 0.460 -1.148
H8 -0.875 -0.892 -2.155
H9 -2.025 -1.903 -0.081
H10 0.919 -1.208 0.340
H11 0.370 -2.631 -0.633
H12 0.021 -2.543 1.191
H13 -2.331 0.257 0.969
H14 -1.508 -0.806 1.999
H15 -0.666 0.373 1.234

***

ii) Entry from the Open Molecules 2025 dataset: a cluster of 2 separate species, C4H15N2 in total (ωB97M-V/def2-TZVPD).

Summary:
Net charge: +1
Lowest unoccupied orbital energy: -3.2441 eV
Frontier orbital gap: 10.4 eV

Positions of all 21 atoms, in Å:
N1 1.397 -0.734 0.316
C1 2.950 1.105 1.094
C2 1.699 0.698 0.313
H1 1.283 -1.064 1.281
H2 2.189 -1.258 -0.072
H3 2.848 0.814 2.153
H4 3.105 2.196 1.042
H5 3.838 0.603 0.676
H6 0.819 1.223 0.732
H7 1.807 1.011 -0.743
C3 -2.588 -0.053 0.442
C4 -2.191 0.009 -1.030
N2 -1.253 -1.106 -1.358
H8 -3.096 -1.003 0.676
H9 -3.279 0.779 0.660
H10 -1.704 0.044 1.095
H11 -3.072 -0.083 -1.693
H12 -1.683 0.962 -1.275
H13 -1.702 -2.025 -1.172
H14 -0.973 -1.077 -2.360
H15 -0.393 -1.040 -0.777

***

Which structure wins on stability? ii) wins.

***

i) Entry from the Open Molecules 2025 dataset: a cluster of 2 separate species, CH3BrN2 in total (ωB97M-V/def2-TZVPD).

Summary:
Net charge: 0
Lowest unoccupied orbital energy (alpha / beta): -0.4170 / -0.6634 eV
Frontier orbital gap (alpha / beta): 9.3 / 9.0 eV

Positions of all 7 atoms, in Å:
C1 -0.778 0.071 0.018
N1 -0.218 -1.164 0.008
N2 1.721 -0.965 0.004
Br1 2.212 0.642 0.024
H1 -0.904 0.644 -0.945
H2 -0.137 0.910 0.486
H3 -1.896 -0.138 0.405

***

ii) Entry from the Open Molecules 2025 dataset: a structure of composition CH3BrN2 (ωB97M-V/def2-TZVPD).

Summary:
Net charge: 0
Lowest unoccupied orbital energy (alpha / beta): -2.3882 / -2.5199 eV
Frontier orbital gap (alpha / beta): 5.6 / 5.5 eV

Positions of all 7 atoms, in Å:
C1 -0.004 -0.701 -0.454
N1 -0.926 -1.072 0.322
N2 0.684 1.706 0.867
Br1 -0.948 1.409 1.213
H1 0.906 0.205 0.153
H2 -0.285 0.026 -1.251
H3 0.573 -1.575 -0.849

***

Which structure wins on stability? i) wins.